Entry 1:
Molecular formula: CH6N5
Method: DFT, ωB97M-V/def2-TZVPD

Geometry as XYZ:
```
12
Properties=species:S:1:pos:R:3
H -3.44024 -0.21112 0.38322
N -2.69455 0.39902 0.21338
N -1.71868 -0.27035 0.41673
C -0.36068 0.05628 0.31221
N 0.33409 0.30280 1.47463
N 0.05107 -0.01582 -0.93698
N 1.47132 -0.15229 -1.29176
H 1.28854 0.37088 1.71679
H -0.29940 0.08024 2.28552
H 1.89809 -1.03183 -1.01912
H 2.10328 0.62032 -1.11533
H 1.36717 -0.14813 -2.43930
```

Summary:
* HOMO energy: -13.6 eV
* total charge: +1
* SMILES: [H]/N=N/C(N)=N/[NH3+]
* E_LUMO: -4.0 eV

***

Entry 2:
Molecular formula: CH6NO
Method: DFT, ωB97M-V/def2-TZVPD

Geometry as XYZ:
```
9
Properties=species:S:1:pos:R:3
O 1.69444 -1.17217 -2.30725
H 1.27919 -1.63142 -1.55395
C -0.49543 0.79452 0.96657
N -0.44513 -0.36753 0.07410
H -0.01126 1.67898 0.54432
H 0.04878 0.54793 1.87998
H -1.52184 1.03307 1.22639
H -1.06318 -0.28752 -0.71383
H 0.51442 -0.59587 -0.11633
```

Summary:
* multiplicity: 2
* HOMO energy (alpha / beta): -9.4 / -9.3 eV
* E_LUMO (alpha / beta): 1.0 / -2.2 eV

***

Entry 3:
Molecular formula: CH6NO
Method: DFT, ωB97M-V/def2-TZVPD

Geometry as XYZ:
```
9
Properties=species:S:1:pos:R:3
C 1.59148 0.50467 0.90207
N -1.09325 -0.38529 -0.79178
O 1.01716 0.83306 1.94121
H 1.06703 0.03322 0.07247
H 2.66689 0.61166 0.88395
H -0.85437 -0.18441 -1.73598
H -0.95841 -1.36845 -0.48965
H -2.02642 -0.13472 -0.75803
H 0.10278 0.85174 2.24388
```

Summary:
* HOMO energy: -14.6 eV
* total charge: +1
* E_LUMO: -6.8 eV

***

Entry 4:
Molecular formula: CH6NO
Method: DFT, ωB97M-V/def2-TZVPD

Geometry as XYZ:
```
9
Properties=species:S:1:pos:R:3
C 0.89819 -0.68091 1.12528
N 0.24511 -0.82921 0.05718
H 0.93148 0.28799 1.60972
H 1.42399 -1.48149 1.59829
H 0.26107 -1.75830 -0.36052
H -0.25476 -0.06850 -0.47553
H -1.84420 1.15285 -1.37390
H -0.78056 2.13069 -0.89949
O -0.88032 1.24687 -1.28102
```

Summary:
* HOMO energy: -17.0 eV
* total charge: +1
* E_LUMO: -5.3 eV

***

Computed values of max |F| (unit: eV/A) for the preceding records, in sequence: 4.60; 1.18; 2.70; 1.16.
Computed values of electronic energy (unit: eV) for the preceding records, in sequence: -8574.5091; -4668.8842; -4662.5938; -4664.6402.